ORCA calculation (ωB97M-V/def2-TZVPD) on a single C3H7NO2 molecule.

Geometry as XYZ:
```
13
Properties=species:S:1:pos:R:3:nbo_charge:R:1
C 1.112 -1.437 0.158 -0.65
C -0.062 -1.074 -0.741 -0.07
O -0.112 0.408 -0.805 -0.53
C -0.724 0.960 0.271 0.88
N -0.842 2.326 0.225 -0.84
O -1.176 0.305 1.188 -0.66
H 0.825 -1.779 1.155 0.23
H 1.543 -0.448 0.246 0.23
H 1.876 -2.093 -0.273 0.21
H 0.081 -1.414 -1.772 0.19
H -1.024 -1.412 -0.355 0.21
H -0.278 2.918 -0.363 0.40
H -1.220 2.739 1.066 0.40
```

For the HOMO energy, the calculation gives -10.316 eV. The value obtained for the total energy is -323.76346 hartree. Its relative energy (zero: lowest compared OMol25 entry of this formula, charge and spin) is 10.98 kcal per mole. The calculation puts the HOMO-LUMO gap at 11.26 eV. As for the charge: 0. As for the spin multiplicity: 1. For the LUMO energy, the calculation gives 0.95 eV.

=====

ORCA calculation (ωB97M-V/def2-TZVPD) on a single C3H7NO2 molecule.

Geometry as XYZ:
```
13
Properties=species:S:1:pos:R:3:nbo_charge:R:1
O -0.373 -0.469 2.051 -0.63
C -0.718 -1.189 1.122 0.54
N -0.501 -1.048 -0.209 -0.60
C 0.119 -0.003 -1.029 -0.25
C 0.460 1.310 -0.307 -0.07
O 1.311 1.127 0.786 -0.73
H -1.309 -2.098 1.329 0.12
H -0.849 -1.823 -0.755 0.39
H 1.061 -0.383 -1.445 0.20
H -0.562 0.186 -1.878 0.20
H 1.011 1.924 -1.029 0.19
H -0.450 1.880 -0.052 0.16
H 0.800 0.586 1.417 0.49
```

For the HOMO energy, the calculation gives -9.992 eV. The value obtained for the total energy is -323.74247 hartree. Its relative energy (zero: lowest compared OMol25 entry of this formula, charge and spin) is 24.16 kcal per mole. The calculation puts the HOMO-LUMO gap at 10.60 eV. As for the charge: 0. As for the spin multiplicity: 1. For the LUMO energy, the calculation gives 0.60 eV.

=====

ORCA calculation (ωB97M-V/def2-TZVPD) on a molecular structure, C3H7NO2.

Geometry as XYZ:
```
13
Properties=species:S:1:pos:R:3:nbo_charge:R:1
C 0.702 0.361 0.322 -0.18
C -0.280 -0.038 -0.720 0.76
C 1.213 -0.971 0.895 -0.61
H -0.610 0.325 1.761 0.35
H 0.763 1.163 2.213 0.34
H 1.443 1.012 0.008 0.23
H 0.440 -1.728 1.291 0.22
H 1.717 -0.596 1.827 0.20
H 1.732 -1.507 0.135 0.25
H -1.636 1.168 -0.072 0.50
N -0.108 1.071 1.285 -0.80
O -0.031 -0.881 -1.587 -0.58
O -1.582 0.451 -0.805 -0.67
```

For the HOMO energy, the calculation gives -10.171 eV. The value obtained for the total energy is -323.69267 hartree. Its relative energy (zero: lowest compared OMol25 entry of this formula, charge and spin) is 55.40 kcal per mole. The calculation puts the HOMO-LUMO gap at 10.64 eV. As for the charge: 0. As for the spin multiplicity: 1. For the LUMO energy, the calculation gives 0.47 eV.

=====

Question: Which value of relative energy (zero: lowest compared OMol25 entry of this formula, charge and spin) does entry 2 give?
Answer: 24.16 kcal per mole